Entry a
The following is a quantum chemistry calculation of a 3-piece molecular cluster, C3H6N2O2 overall, from the OMol25 dataset.

Calculated values
SMILES string = N=C=O.C#N.CO
charge = 0
2S+1 = 1
LUMO energy = 0.54 eV
orbital gap = 10.50 eV

Geometry as XYZ:
```
13
Properties=species:S:1:pos:R:3:mulliken_charge:R:1
N -0.90482 1.43371 -0.75255 -0.445
C -0.77257 1.12730 -1.91376 0.565
O -0.65718 1.17695 -3.07264 -0.422
H -1.69718 1.40367 -0.13527 0.295
C 1.31701 -0.48818 -1.66010 0.126
N 1.02734 -1.20165 -0.79495 -0.482
H 1.93868 0.01166 -2.36152 0.343
C 0.11627 -0.54720 2.08168 -0.566
O -0.90998 -0.81442 1.15793 -0.508
H 0.27836 0.53691 2.21371 0.236
H -0.20227 -0.91996 3.05620 0.260
H 1.09639 -1.00283 1.95498 0.279
H -0.63004 -0.71597 0.22628 0.320
```


Entry b
The following is a quantum chemistry calculation of one molecule with the formula C3H6N2O2, from the OMol25 dataset.

Calculated values
SMILES string = [H]/N=C/OCC(N)=O
charge = 0
2S+1 = 1
LUMO energy = 0.61 eV
orbital gap = 10.40 eV

Geometry as XYZ:
```
13
Properties=species:S:1:pos:R:3:mulliken_charge:R:1
H 2.84277 1.12619 -1.39808 0.256
N 2.70720 0.40874 -0.69058 -0.648
C 1.60718 0.58271 -0.10117 0.189
O 1.28160 -0.30270 0.89408 -0.389
C -0.06105 -0.72306 0.89876 -0.301
C -1.02429 0.21418 0.15955 0.493
N -1.96988 -0.40231 -0.57466 -0.365
O -0.97603 1.43381 0.22340 -0.653
H 0.82309 1.36310 -0.18504 0.422
H -0.11405 -1.74059 0.48248 0.285
H -0.40716 -0.76389 1.93731 0.266
H -2.62776 0.20346 -1.04018 0.248
H -2.08162 -1.39964 -0.60585 0.197
```


In terms of stability, entry b leads; the second structure lies 1.203 eV higher.


Entry a
The following is a quantum chemistry calculation of one molecule with the formula C19H27FN4O4S, from the OMol25 dataset.

Calculated values
SMILES string = CN(C(=O)c1cc(S(N)(=O)=O)n(C)c1)[C@H]1CCCN(C(=O)C(F)=C2CCC2)CC1
charge = 0
2S+1 = 1
LUMO energy = 0.46 eV
orbital gap = 9.50 eV

Geometry as XYZ:
```
56
Properties=species:S:1:pos:R:3:mulliken_charge:R:1
C -1.44022 -2.06206 0.96883 -1.108
N -0.08646 -1.92299 0.45525 0.293
C 0.59084 -0.78686 0.78942 0.372
O 0.00746 0.22058 1.16624 -0.697
C 2.06968 -0.77542 0.65412 0.192
C 3.01595 -1.79714 0.89512 0.651
C 4.25619 -1.24080 0.70947 -1.294
S 5.77584 -2.06011 0.83533 1.215
N 6.48586 -1.34328 2.14323 -0.557
O 5.45962 -3.42717 1.12449 -0.629
O 6.61506 -1.70975 -0.27415 -0.678
N 4.10872 0.08382 0.37161 0.167
C 5.17434 1.02757 0.07637 -0.946
C 2.78589 0.36444 0.35331 -0.496
C 0.44198 -2.99922 -0.38476 -0.345
C 0.64924 -4.30251 0.41222 -1.304
C 1.80033 -5.19195 -0.07365 -0.279
C 1.89466 -5.30748 -1.59494 -1.395
N 0.58796 -5.35164 -2.25597 0.216
C -0.34991 -6.31728 -2.04481 0.679
O -1.53799 -6.13092 -2.27291 -0.674
C 0.06853 -7.64771 -1.51538 -0.034
F 1.36542 -8.02425 -1.69442 -0.420
C -0.74799 -8.48546 -0.90233 0.497
C -0.54356 -9.87953 -0.36000 -0.610
C -2.08942 -10.02566 -0.31365 -0.481
C -2.22753 -8.50605 -0.60844 -0.542
C 0.08026 -4.05721 -2.70647 -1.592
C -0.49417 -3.19602 -1.58613 -0.525
H -1.64049 -3.11283 1.17713 0.371
H -1.53201 -1.48584 1.88548 0.399
H -2.19200 -1.69492 0.26664 0.287
H 2.83933 -2.81717 1.18704 0.638
H 6.24044 -1.80190 3.01188 0.262
H 7.48772 -1.28296 2.00750 0.274
H 4.72330 2.00146 -0.09312 0.344
H 5.86104 1.08930 0.91870 0.318
H 5.72433 0.71561 -0.80842 0.325
H 2.42505 1.35441 0.12844 0.464
H 1.40363 -2.64916 -0.76104 0.500
H 0.82402 -4.04581 1.45996 0.612
H -0.28030 -4.87968 0.39411 0.399
H 2.76264 -4.81938 0.28827 0.429
H 1.67644 -6.18605 0.36208 0.425
H 2.39736 -4.42878 -1.99919 0.515
H 2.50123 -6.16304 -1.87442 0.396
H 0.01346 -10.56941 -0.99216 0.300
H -0.08514 -9.87151 0.63090 0.233
H -2.46728 -10.63640 -1.13158 0.264
H -2.51524 -10.38468 0.62047 0.271
H -2.47860 -7.91833 0.27689 0.223
H -2.87816 -8.19872 -1.42176 0.276
H 0.91090 -3.54410 -3.19539 0.577
H -0.69221 -4.23238 -3.45182 0.423
H -1.43095 -3.64624 -1.25101 0.367
H -0.73498 -2.21433 -2.00331 0.432
```


Entry b
The following is a quantum chemistry calculation of one molecule with the formula C19H27FN4O4S, from the OMol25 dataset.

Calculated values
SMILES string = CN(C(=O)c1cc(S(N)(=O)=O)n(C)c1)[C@H]1CCCN(C(=O)C(F)=C2CCC2)CC1
charge = 0
2S+1 = 1
LUMO energy = 0.47 eV
orbital gap = 9.30 eV

Geometry as XYZ:
```
56
Properties=species:S:1:pos:R:3:mulliken_charge:R:1
C 2.97159 -1.12088 1.01331 -0.973
N 1.91732 -1.56489 0.11878 0.364
C 1.70233 -2.91435 -0.03667 -0.036
O 2.61101 -3.69628 -0.28565 -0.683
C 0.31131 -3.39245 -0.02577 0.193
C -0.83866 -2.76914 0.50769 0.786
C -1.88436 -3.63541 0.33921 -1.299
S -3.56586 -3.40795 0.79925 1.172
N -3.70152 -4.39917 2.15101 -0.585
O -3.69915 -2.04037 1.23248 -0.632
O -4.40918 -3.99015 -0.21249 -0.647
N -1.42840 -4.78238 -0.27297 0.171
C -2.18783 -5.97387 -0.60795 -0.921
C -0.09887 -4.63318 -0.47910 -0.463
C 1.08885 -0.54652 -0.51405 -0.214
C 0.48663 0.42990 0.50888 -1.309
C -0.84845 1.07230 0.11633 -0.406
C -0.95899 1.58593 -1.32445 -1.270
N 0.29707 2.06347 -1.89024 0.246
C 0.91865 3.19866 -1.48017 0.816
O 2.11639 3.37691 -1.65584 -0.668
C 0.09693 4.22340 -0.79450 0.079
F -1.09040 4.51837 -1.38190 -0.444
C 0.47783 4.85358 0.30288 0.236
C -0.10765 5.99817 1.10130 -0.547
C 1.35806 6.33212 1.47530 -0.602
C 1.74583 4.87303 1.12898 -0.526
C 1.08783 1.03684 -2.55260 -1.492
C 1.89975 0.15822 -1.60953 -0.568
H 2.55653 -0.55147 1.84807 0.280
H 3.51132 -1.97212 1.41721 0.403
H 3.69599 -0.48965 0.49313 0.307
H -0.90410 -1.80230 0.97862 0.638
H -3.64603 -3.80586 2.97120 0.295
H -4.60249 -4.86482 2.10195 0.285
H -1.49790 -6.76535 -0.88686 0.344
H -2.77068 -6.29435 0.25217 0.317
H -2.85234 -5.76736 -1.44391 0.313
H 0.48231 -5.42078 -0.93051 0.477
H 0.26821 -1.06530 -1.01751 0.466
H 0.35848 -0.07137 1.47066 0.733
H 1.21683 1.22490 0.70108 0.471
H -1.67094 0.37281 0.29554 0.375
H -1.02696 1.90788 0.79635 0.361
H -1.40075 0.86076 -2.00620 0.436
H -1.68762 2.39859 -1.32453 0.386
H -0.66599 6.76302 0.56094 0.311
H -0.69939 5.67916 1.95833 0.220
H 1.80701 7.05049 0.79482 0.273
H 1.54329 6.66235 2.49970 0.307
H 1.71597 4.21159 1.99451 0.211
H 2.69050 4.72342 0.60969 0.321
H 0.42848 0.46092 -3.20335 0.515
H 1.78832 1.53072 -3.22868 0.459
H 2.68639 0.76948 -1.16144 0.382
H 2.40745 -0.59928 -2.21250 0.336
```


In terms of stability, entry a leads; the second structure lies 0.538 eV higher.


Entry a
The following is a quantum chemistry calculation of C37H57FeO3SSeSi as an isolated structure, from the OMol25 dataset.

Calculated values
expectation value of S² = 8.768
charge = 0
2S+1 = 6
LUMO energy (spin up / spin down) = 0.21 / -0.63 eV
orbital gap (spin up / spin down) = 8.12 / 7.31 eV

Geometry as XYZ:
```
101
Properties=species:S:1:pos:R:3:mulliken_charge:R:1
Fe 0.24748 1.50457 -1.86402 1.141
C -3.75322 -2.98712 2.80792 -1.602
C -3.75622 -1.51466 3.23936 1.972
C -2.97657 -1.39050 4.54782 -2.085
C -5.20236 -1.06805 3.49467 -1.734
C -3.13331 -0.67521 2.12796 -0.578
C -1.94526 0.02560 2.27988 0.173
C -1.39121 0.72153 1.21772 -0.457
Se 0.16484 1.80482 1.51496 0.239
C 1.59186 0.55662 1.17611 0.025
C 1.95615 -0.34263 2.16393 -0.129
C 3.05285 -1.17824 1.99402 -0.486
C 3.78854 -1.02445 0.82211 -0.211
C 3.46034 -0.14815 -0.20925 0.264
C 2.30464 0.64146 -0.03365 1.078
O 1.86196 1.43573 -0.99876 -1.224
C 4.42460 -0.04747 -1.40669 1.982
C 3.79844 0.49764 -2.69636 -1.799
C 5.02777 -1.41944 -1.75024 -1.650
C 5.56622 0.89151 -0.98966 -1.801
C 3.46189 -2.23284 3.01924 2.018
C 2.61588 -2.14606 4.29004 -2.218
C 3.27091 -3.62414 2.39990 -1.633
C 4.93538 -2.05288 3.41092 -1.752
C -2.00237 0.72756 -0.04902 0.953
O -1.39424 1.28099 -1.08902 -0.843
C -3.25541 0.10018 -0.20785 0.313
C -3.76409 -0.58509 0.89058 -0.487
C -4.14395 0.21625 -1.45861 2.072
C -3.42769 0.66673 -2.73714 -1.825
C -5.22500 1.26161 -1.13716 -1.811
C -4.83448 -1.11669 -1.77818 -1.564
H -4.21007 -3.61409 3.57555 0.480
H -2.73228 -3.33699 2.64414 0.277
H -4.31142 -3.12595 1.88137 0.310
H -3.44797 -2.00845 5.31258 0.446
H -2.96182 -0.36208 4.90966 0.404
H -1.94630 -1.72978 4.43780 0.305
H -5.60761 -1.58481 4.36536 0.492
H -5.85136 -1.29144 2.64885 0.310
H -5.24841 0.00511 3.68099 0.348
H -1.43295 0.05576 3.22995 0.489
H 1.36920 -0.36909 3.07060 0.416
H 4.66538 -1.64388 0.69302 0.231
H 2.93258 -0.09075 -3.00378 0.215
H 4.54647 0.44105 -3.48936 0.500
H 3.48429 1.53148 -2.59529 0.312
H 4.25367 -2.16482 -1.92973 0.208
H 5.69190 -1.79811 -0.97455 0.413
H 5.62126 -1.33100 -2.66086 0.458
H 5.18110 1.88852 -0.77458 0.359
H 6.29966 0.97422 -1.79315 0.486
H 6.07231 0.52309 -0.09609 0.276
H 1.55951 -2.32707 4.08639 0.376
H 2.71030 -1.17019 4.76775 0.411
H 2.94883 -2.90296 5.00144 0.449
H 2.22076 -3.79525 2.15482 0.222
H 3.58985 -4.40317 3.09512 0.536
H 3.85498 -3.72938 1.48435 0.267
H 5.11731 -1.04204 3.77679 0.348
H 5.60603 -2.23307 2.57147 0.310
H 5.20074 -2.75681 4.20118 0.488
H -4.71721 -1.08252 0.77617 0.221
H -3.04011 1.67861 -2.65513 0.330
H -4.14892 0.63913 -3.55652 0.532
H -2.59295 0.01540 -3.00255 0.098
H -4.76813 2.22612 -0.91319 0.369
H -5.82042 0.96054 -0.27392 0.277
H -5.89324 1.38863 -1.99059 0.486
H -4.10830 -1.90075 -2.00759 0.206
H -5.47143 -0.98714 -2.65432 0.489
H -5.47180 -1.47351 -0.97036 0.384
C 0.04655 6.44697 -0.70628 -0.923
Si 0.09882 6.13890 -2.54554 0.014
C 1.61397 6.93709 -3.29069 -0.956
C -1.44005 6.82058 -3.35581 -0.959
C 0.17231 4.32153 -2.81436 0.612
C 0.20813 3.10958 -2.97513 -0.994
H -0.00273 7.51966 -0.51023 0.305
H 0.93321 6.05007 -0.21287 0.309
H -0.82458 5.97673 -0.25091 0.301
H 1.53156 8.02319 -3.21714 0.300
H 1.72502 6.67628 -4.34291 0.308
H 2.52139 6.62980 -2.77125 0.292
H -1.44688 7.90957 -3.27926 0.298
H -2.34219 6.44140 -2.87601 0.292
H -1.48525 6.55472 -4.41170 0.310
O 0.32310 -0.52408 -2.32560 -1.035
S 0.01243 -1.43549 -1.12713 1.436
C 1.19530 -2.79689 -1.25855 -0.200
C 0.36997 -4.07603 -1.21207 -0.806
C -0.83278 -3.80402 -2.11620 -1.042
C -1.39149 -2.46907 -1.63846 -0.312
H 1.93700 -2.68654 -0.47142 -0.280
H 1.66213 -2.64847 -2.23405 0.243
H 0.02910 -4.26115 -0.19033 0.251
H 0.96053 -4.93733 -1.52297 0.454
H -1.58633 -4.58908 -2.06596 0.417
H -0.50348 -3.72135 -3.15355 0.343
H -2.02141 -2.56999 -0.75254 0.233
H -1.93113 -1.88839 -2.38637 -0.090
```


Entry b
The following is a quantum chemistry calculation of C37H57FeO3SSeSi as an isolated structure, from the OMol25 dataset.

Calculated values
expectation value of S² = 8.768
charge = 0
2S+1 = 6
LUMO energy (spin up / spin down) = 0.18 / -1.08 eV
orbital gap (spin up / spin down) = 7.76 / 6.54 eV

Geometry as XYZ:
```
101
Properties=species:S:1:pos:R:3:mulliken_charge:R:1
Fe -1.20012 -1.39935 -0.34882 0.564
C 4.15320 2.52310 4.40230 -2.190
C 4.35919 1.48829 3.29449 2.422
C 5.26236 0.36892 3.83194 -1.732
C 5.05374 2.19022 2.11512 -1.782
C 3.04061 0.88932 2.80998 -0.976
C 3.04266 0.00153 1.74076 -0.695
C 1.85845 -0.50846 1.24883 0.076
Se 1.87293 -1.70190 -0.26519 0.138
C 1.90491 -0.35435 -1.64916 -0.009
C 3.07639 0.30648 -1.95190 -0.679
C 3.09774 1.28480 -2.93804 -0.981
C 1.90833 1.52970 -3.62194 0.564
C 0.71432 0.86771 -3.37008 -0.649
C 0.69400 -0.09483 -2.32639 1.452
O -0.38382 -0.75249 -1.96191 -1.459
C -0.55396 1.18868 -4.16917 2.486
C -1.59290 1.83417 -3.23746 -1.400
C -0.26675 2.17121 -5.30788 -2.399
C -1.13520 -0.08441 -4.80978 -1.756
C 4.40112 2.02313 -3.23768 2.324
C 4.20807 3.14778 -4.25752 -2.242
C 5.42883 1.03004 -3.79908 -1.712
C 4.93838 2.64930 -1.94080 -1.692
C 0.60920 -0.19228 1.81855 0.817
O -0.48398 -0.70327 1.30455 -1.026
C 0.59964 0.66591 2.94765 -0.496
C 1.80769 1.19116 3.38548 0.085
C -0.72044 0.99441 3.65545 2.463
C -1.37675 -0.30653 4.15280 -1.695
C -0.50250 1.88861 4.87842 -2.381
C -1.66792 1.73579 2.69601 -1.403
H 5.11622 2.95235 4.68359 0.428
H 3.50888 3.33651 4.06270 0.418
H 3.71482 2.07317 5.29517 0.417
H 6.21901 0.77884 4.16481 0.449
H 4.78596 -0.12997 4.67793 0.389
H 5.45947 -0.38175 3.06588 0.305
H 5.95613 2.70521 2.45323 0.517
H 5.34272 1.47970 1.34010 0.355
H 4.38426 2.92577 1.66514 0.360
H 3.97001 -0.30619 1.27394 0.418
H 3.97199 0.05034 -1.39972 0.306
H 1.91799 2.27755 -4.40127 0.505
H -1.20409 2.76854 -2.82611 0.276
H -2.50733 2.05759 -3.79489 0.468
H -1.84581 1.16990 -2.41376 -0.013
H 0.09165 3.13318 -4.93617 0.397
H 0.46984 1.76395 -6.00361 0.446
H -1.19030 2.35306 -5.86014 0.464
H -1.45170 -0.80003 -4.05916 0.268
H -1.99743 0.17386 -5.42976 0.477
H -0.38587 -0.56327 -5.44406 0.359
H 3.88916 2.75909 -5.22639 0.420
H 3.47037 3.87257 -3.90762 0.425
H 5.15432 3.67162 -4.40290 0.433
H 5.06142 0.58950 -4.72773 0.394
H 6.37256 1.54024 -4.00759 0.448
H 5.62641 0.22016 -3.09569 0.307
H 4.19416 3.32488 -1.51465 0.360
H 5.17281 1.89260 -1.19223 0.282
H 5.84992 3.21781 -2.14012 0.518
H 1.79117 1.86898 4.22652 0.589
H -0.68521 -0.85054 4.79951 0.363
H -2.27812 -0.07741 4.72767 0.450
H -1.64419 -0.95716 3.32415 0.205
H 0.16320 1.41390 5.60186 0.459
H -0.08978 2.86136 4.60270 0.401
H -1.46113 2.06290 5.37049 0.450
H -1.90078 1.12273 1.82772 0.013
H -2.60000 1.98914 3.21097 0.475
H -1.20502 2.66160 2.34698 0.311
C -4.01835 -6.34011 1.59188 -0.967
Si -3.73665 -5.80962 -0.19672 -0.043
C -5.41318 -5.57863 -1.03756 -0.963
C -2.77084 -7.15223 -1.09839 -0.975
C -2.81858 -4.21568 -0.25208 0.219
C -2.16634 -3.18603 -0.30013 0.025
H -4.61721 -7.25197 1.63590 0.302
H -4.54096 -5.56732 2.15900 0.292
H -3.06961 -6.53684 2.09457 0.318
H -5.98184 -6.51059 -1.04337 0.321
H -5.28642 -5.25629 -2.07291 0.311
H -6.01280 -4.82435 -0.52343 0.278
H -3.33048 -8.08952 -1.11355 0.301
H -1.81222 -7.33933 -0.61132 0.308
H -2.56798 -6.86285 -2.13097 0.307
O -2.97343 -0.17751 -0.52530 0.161
S -4.46924 -0.31344 -0.60296 0.193
C -5.11484 1.26457 0.07202 -0.478
C -6.16019 0.87122 1.10227 -0.706
C -5.51868 -0.25353 1.91428 -0.411
C -4.97494 -1.24960 0.89741 -0.391
H -5.48862 1.87202 -0.74962 0.408
H -4.25382 1.75218 0.53190 0.165
H -7.05737 0.49820 0.60102 0.308
H -6.44424 1.71834 1.72599 0.363
H -6.24178 -0.71992 2.58303 0.403
H -4.70386 0.14600 2.52112 0.016
H -5.72588 -1.97384 0.58105 0.378
H -4.08479 -1.78793 1.21984 0.209
```


In terms of stability, entry b leads; the second structure lies 0.282 eV higher.